Entry 1:
Here is a cluster of 9 separate species, C34H54O27 in total at a distorted geometry from the OMol25 dataset. Energies are from ωB97M-V/def2-TZVPD.

- SMILES: C[C@H]1COC(=O)O1.C[C@H]1COC(=O)O1.C[C@H]1COC(=O)O1.C[C@H]1COC(=O)O1.C[C@H]1COC(=O)O1.C[C@H]1COC(=O)O1.C[C@H]1COC(=O)O1.COC(=O)OC.COC(=O)OC
- Lowest unoccupied orbital energy: 0.265 eV
- Frontier orbital gap: 9.8 eV
- Highest occupied orbital energy: -9.57 eV

```
! RIJCOSX wB97M-V def2-TZVPD def2/J DEFGRID3
* xyz 0 1
C -1.20000 -23.17100 -16.98900
C -1.13900 -22.42600 -15.71600
C -0.15500 -22.92700 -14.67600
O 0.73100 -21.86500 -14.52600
C 0.42700 -20.81600 -15.23600
O 0.89400 -19.64200 -15.23700
O -0.70400 -21.09800 -15.93800
H -0.19300 -23.38100 -17.27400
H -1.49400 -22.41200 -17.77000
H -1.89100 -23.99300 -17.06900
H -2.15900 -22.41700 -15.44700
H 0.37200 -23.72700 -15.07500
H -0.76500 -23.29600 -13.85700
C -7.08900 -23.46500 -9.41700
C -7.00100 -24.20500 -10.78200
C -7.27200 -25.74600 -10.74500
O -8.09100 -25.94900 -11.89700
C -8.58800 -24.77100 -12.30400
O -9.38000 -24.67400 -13.20800
O -8.07900 -23.77000 -11.58100
H -6.38200 -23.81300 -8.59700
H -8.08500 -23.67600 -8.95000
H -7.18100 -22.37700 -9.58600
H -6.09600 -23.97600 -11.28700
H -7.85700 -25.94100 -9.85500
H -6.42900 -26.40700 -10.91600
C -9.14800 -18.86600 -20.17800
C -7.79900 -19.51200 -19.76800
C -7.18600 -18.59900 -18.74700
O -7.61700 -19.15900 -17.52300
C -7.82100 -20.45900 -17.71800
O -7.92300 -21.30300 -16.81000
O -7.88000 -20.70700 -19.02600
H -9.48200 -19.44100 -21.05900
H -9.01200 -17.83500 -20.47800
H -9.89000 -19.01100 -19.36400
H -7.18200 -19.59500 -20.62700
H -7.43700 -17.49000 -18.79600
H -6.06000 -18.56800 -18.68900
C -7.99900 -19.48800 -14.27500
C -6.76100 -19.44400 -13.36400
C -6.68600 -20.53200 -12.28800
O -5.28800 -20.94100 -12.33100
C -4.78500 -20.57300 -13.50000
O -3.64700 -20.92800 -13.82600
O -5.65800 -19.74600 -14.18800
H -8.08700 -20.52000 -14.67500
H -7.98000 -18.84000 -15.16700
H -8.94100 -19.29900 -13.71000
H -6.55600 -18.44100 -13.10100
H -7.30200 -21.35600 -12.41800
H -6.95400 -20.02600 -11.38300
C -3.57200 -22.91700 -10.18300
C -2.20400 -22.29800 -9.97300
C -1.43900 -21.94400 -11.25200
O -0.79100 -20.69200 -11.01700
C -1.28300 -20.20000 -9.86800
O -1.02000 -19.04300 -9.43700
O -2.09400 -21.05800 -9.30200
H -3.43500 -24.01400 -10.18700
H -4.04300 -22.38800 -11.03900
H -4.25400 -22.70500 -9.39700
H -1.53300 -22.96500 -9.42000
H -2.13800 -21.91300 -12.06200
H -0.77800 -22.72100 -11.47200
C 4.56500 -25.94700 -10.73200
C 3.10100 -25.87400 -10.43300
C 2.61100 -24.55200 -9.64500
O 1.50300 -24.11800 -10.38000
C 1.44300 -24.74800 -11.47800
O 0.65200 -24.62400 -12.34900
O 2.37300 -25.63800 -11.60200
H 5.02700 -24.95000 -10.85200
H 4.66300 -26.49800 -11.64700
H 5.12700 -26.53400 -10.09800
H 2.71100 -26.69400 -9.80600
H 3.34400 -23.84800 -9.67800
H 2.45100 -24.77700 -8.63300
C -12.77200 -21.82800 -11.88200
C -11.36400 -22.31800 -11.54800
C -10.34700 -21.55100 -12.43400
O -9.49600 -20.97300 -11.47300
C -9.96200 -21.21500 -10.21600
O -9.39100 -20.84400 -9.20500
O -11.06000 -21.97800 -10.23000
H -13.55100 -22.23800 -11.23400
H -12.96500 -22.04900 -12.84200
H -12.81700 -20.80000 -11.67600
H -11.21900 -23.38600 -11.67000
H -10.66600 -20.71400 -12.88300
H -9.67900 -22.13400 -13.05300
C -2.65500 -24.93700 -13.47400
O -3.69400 -24.07000 -13.22100
C -4.46600 -23.85300 -14.23000
O -4.03100 -24.01500 -15.56500
O -5.65600 -23.42300 -13.79900
C -6.52900 -23.19400 -14.85800
H -1.81400 -24.63400 -12.71100
H -2.13900 -24.93000 -14.41600
H -2.90800 -26.03100 -13.39400
H -6.19100 -22.40700 -15.50700
H -7.48700 -22.83200 -14.42500
H -6.77300 -24.13500 -15.43500
C -2.22600 -18.93600 -21.00100
O -2.41800 -19.85700 -20.01300
C -2.95600 -19.50900 -18.97800
O -3.02200 -18.14200 -18.53500
O -3.16600 -20.50200 -18.12800
C -3.90500 -20.35400 -16.97500
H -3.23600 -18.38500 -21.10600
H -1.91200 -19.42700 -21.93600
H -1.52500 -18.19300 -20.72300
H -4.91400 -20.27100 -17.11300
H -3.62100 -19.58200 -16.34100
H -3.71800 -21.29900 -16.37800
*
```


Entry 2:
Here is a cluster of 3 separate species, C4H10 in total at a distorted geometry from the OMol25 dataset. Energies are from ωB97M-V/def2-TZVPD.

- Lowest unoccupied orbital energy: -0.562 eV
- Frontier orbital gap: 7.1 eV
- Highest occupied orbital energy: -7.66 eV

```
! RIJCOSX wB97M-V def2-TZVPD def2/J DEFGRID3
* xyz 0 1
C 0.70840 0.47126 -1.22028
C 1.04276 -0.49503 -0.20986
C 1.19132 -0.33948 1.21996
C -2.03358 0.00821 0.00670
H 1.05145 0.34505 -2.20881
H 0.62117 1.46704 -0.80980
H 0.96338 -1.54401 -0.59655
H -1.27035 -0.75075 0.22509
H 1.49995 -1.24586 1.69586
H 2.51581 0.66870 0.37836
H 0.67584 0.53969 1.69894
H -2.82468 -0.01255 0.82807
H -1.48420 1.00240 -0.08214
H -2.65727 -0.11467 -0.92554
*
```


Entry 3:
Here is a cluster of 2 separate species, C4H6N in total at a distorted geometry from the OMol25 dataset. Energies are from ωB97M-V/def2-TZVPD.

- ⟨S²⟩: 2.016
- Lowest unoccupied orbital energy (alpha / beta): -6.793 / -8.941 eV
- Frontier orbital gap (alpha / beta): 6.5 / 6.4 eV
- Highest occupied orbital energy (alpha / beta): -13.31 / -15.36 eV

```
! RIJCOSX wB97M-V def2-TZVPD def2/J DEFGRID3
* xyz 1 3
C -0.08486 -1.41221 -1.14352
C -0.45150 -2.52618 -1.61841
C -0.24735 0.05603 -1.44348
C -0.09350 -0.23740 1.07891
N 0.40329 -0.40246 -0.26102
H 0.35892 0.45743 -2.24784
H -1.25219 0.46670 -1.37319
H 0.27666 -1.03290 1.72747
H 0.21147 0.73445 1.47583
H -1.18914 -0.28335 1.06899
H 1.90956 -0.12616 -0.40928
*
```